# CF3NO2

A cluster of 2 separate species, CF3NO2 in total at a distorted geometry (wB97M-V/def2-TZVPD, OMol25).

The geometry in XYZ format:
```
7
Properties=species:S:1:pos:R:3:forces:R:3
F -1.3303 0.1360 -1.3235 -0.3 -0.7 -0.8
N -1.4490 1.2063 -0.5607 0.7 1.4 0.5
F -1.9267 2.2004 -1.4371 0.7 -0.9 0.5
F -0.0917 1.5473 -0.4062 -1.0 0.2 -0.1
O 1.9207 -1.8573 2.3214 0.9 -0.5 3.0
C 1.5988 -1.7043 1.2481 -0.5 0.4 -1.9
O 1.2782 -1.5283 0.1580 -0.4 0.1 -1.2
```
Forces are in eV/Å.

The value obtained for the gap between HOMO and LUMO is 0.49151 Eh. The lowest unoccupied orbital energy is 0.5 eV. Its net charge is 0. The value obtained for the HOMO energy is -12.85 eV. Its strongest force on any atom is 3.21 eV/Å. The calculation puts the energy relative to the best compared isomer or geometry (same formula, charge and spin) at 31.78 kcal per mole.